Record 1
DFT (ωB97M-V with the def2-TZVPD basis set) results for C9H17IN3O3 as an isolated structure.

```
33
Properties=species:S:1:pos:R:3:forces:R:3
N -0.781943 -0.224166 -5.949225 -0.164 -0.136 -0.096
C -1.220115 -1.425995 -5.268887 0.227 0.327 0.112
C -0.883361 -1.516327 -3.784484 -0.340 -0.554 0.210
O 0.531004 -1.270444 -3.562574 0.128 0.330 -0.108
C 0.821324 -0.144025 -2.912531 0.374 -0.249 0.217
O 0.635757 0.039801 -1.734503 -0.290 0.140 -0.385
O 1.448051 0.737615 -3.729569 -0.504 -0.125 0.112
I 0.886823 2.621457 -3.434406 0.260 0.128 0.003
H -1.199992 0.621389 -5.587231 0.070 0.024 0.019
H 0.223262 -0.143485 -5.988787 0.003 0.084 0.115
H -2.310043 -1.490064 -5.348420 0.098 -0.219 -0.069
H -0.769030 -2.285771 -5.770304 -0.164 0.050 -0.034
H -1.077934 -2.531960 -3.427379 0.063 0.100 0.001
H -1.488354 -0.844289 -3.167352 0.210 0.156 -0.104
C -0.171698 -1.506120 5.228552 -0.047 0.004 -0.107
C 0.754419 -0.344751 4.915527 -0.023 -0.122 0.124
N 0.565531 0.156462 3.545494 0.052 0.097 0.040
C 0.695418 -0.579424 2.388597 0.000 -0.011 0.141
C 0.481029 0.264811 1.350586 -0.021 0.084 -0.046
N 0.225216 1.504312 1.893607 0.002 -0.004 0.015
C 0.285130 1.411541 3.218534 -0.023 -0.038 -0.045
C -0.045112 2.726736 1.133271 0.041 -0.020 0.019
H 0.044628 -2.372481 4.604327 0.017 -0.006 0.015
H -0.041152 -1.803522 6.266933 0.016 0.002 0.010
H -1.214223 -1.227623 5.076574 0.000 0.018 0.036
H 1.799929 -0.631641 5.022022 0.008 0.011 -0.021
H 0.569037 0.489321 5.589617 0.005 0.048 -0.047
H 0.931952 -1.627205 2.422391 -0.003 -0.006 -0.112
H 0.490757 0.116087 0.281520 0.020 -0.081 0.053
H 0.133359 2.220759 3.912001 0.000 0.000 0.012
H 0.724799 3.465398 1.341565 0.007 0.001 -0.009
H -1.022608 3.123618 1.394805 -0.014 -0.034 0.001
H -0.021861 2.469989 0.079732 -0.007 0.002 -0.073
```
Forces are in eV/Å.

Total charge: +1
2S+1: 1
E_HOMO, eV: -11.402

Löwdin atomic charge list, values in e, 4 entries: atom 1 (N): 0.02, atom 2 (C): -0.25, atom 3 (C): -0.14, atom 4 (O): 0.02

Record 2
DFT (ωB97M-V with the def2-TZVPD basis set) results for a 5-piece molecular cluster, C3H15O4S overall in a non-equilibrium geometry.

```
23
Properties=species:S:1:pos:R:3:forces:R:3
C 0.564277 -1.290683 -1.527822 0.793 0.977 -0.709
C 0.056213 -2.599077 -0.801887 1.370 1.613 -0.907
C -1.081105 -2.439096 0.151620 -1.040 0.581 0.252
S -0.873019 -1.077457 1.312269 0.157 0.784 0.401
H -0.142183 -0.553856 -1.912535 -0.840 -0.445 0.221
H 1.205803 -1.439759 -2.419823 -0.472 -1.035 0.037
H 1.272149 -0.604375 -1.040062 -0.408 -0.590 1.092
H -0.268639 -3.233615 -1.606001 0.187 -0.858 -0.366
H 0.966739 -2.941917 -0.312203 -0.124 -0.617 0.100
H -1.347322 -3.289613 0.771956 0.737 -0.668 -0.097
H -2.001663 -2.364871 -0.444115 0.009 0.622 -0.077
H -0.292943 2.559383 0.410462 0.080 -0.081 0.023
H -0.822315 1.149714 0.127923 -0.228 -0.269 0.169
O -0.979262 2.094818 -0.076179 0.062 0.252 -0.189
H -1.815709 3.439381 -1.684120 -0.404 -0.020 -0.011
H -0.712729 3.780708 -2.554559 -0.142 0.237 -0.391
O -1.661196 3.964363 -2.487880 0.592 -0.370 0.509
H 0.600309 0.929450 2.846910 -0.193 0.146 -0.031
H -0.061971 2.194166 3.466117 -0.257 0.047 -0.343
O 0.496640 1.445107 3.657846 0.403 -0.172 0.472
H 3.024401 -0.002695 1.579498 0.332 0.368 -0.008
H 1.593245 -0.203060 1.335978 -0.671 0.219 -0.482
O 2.280272 0.482995 1.206618 0.055 -0.721 0.336
```
Forces are in eV/Å.

Energy above the lowest of the compared OMol25 structures with the same formula, charge and spin, eV: 1.220
Total charge: -1
2S+1: 1
E_HOMO, eV: -3.306

Löwdin atomic charge list, values in e, 4 entries: atom 1 (C): -0.16, atom 2 (C): -0.34, atom 3 (C): -0.76, atom 4 (S): 0.33

Record 3
DFT (ωB97M-V with the def2-TZVPD basis set) results for C3H12N4O in the gas phase in a non-equilibrium geometry.

```
20
Properties=species:S:1:pos:R:3:forces:R:3
C -0.290046 -1.573086 -1.399010 0.134 -0.079 -0.078
N -0.901103 -0.341267 -0.925320 0.126 0.042 0.292
C -0.409708 0.230565 0.279338 2.141 1.531 -1.330
C -1.040294 1.595746 0.527024 0.289 -0.299 -0.104
N -0.533264 -0.609915 1.408960 2.544 -2.652 1.379
N 0.805262 -1.326377 1.980782 -2.513 0.985 -0.031
O 1.192584 0.442207 0.206282 -1.733 -0.761 0.710
N 1.725893 1.288534 -0.730937 0.066 0.406 -0.648
H -0.464925 -2.372984 -0.677968 0.029 -0.028 -0.060
H -0.772152 -1.858477 -2.338898 0.107 0.012 0.175
H 0.796456 -1.494895 -1.553951 -0.191 0.015 0.004
H -1.020464 0.335692 -1.662283 -0.041 0.136 0.042
H -2.111797 1.463133 0.638112 -0.141 0.024 0.026
H -0.853088 2.282528 -0.300026 0.005 0.000 -0.027
H -0.639600 2.014154 1.447768 0.024 -0.028 -0.021
H -1.057782 -1.441816 1.148532 -0.031 0.312 0.084
H 1.039839 -0.657517 2.703102 0.171 -0.100 0.046
H 1.607655 -1.357030 1.353916 -0.667 0.497 -0.497
H 1.607508 2.261710 -0.454174 -0.281 -0.132 -0.099
H 1.319027 1.119094 -1.651248 -0.038 0.119 0.138
```
Forces are in eV/Å.

SMILES string: CN[C@@](C)(NN)ON
Energy above the lowest of the compared OMol25 structures with the same formula, charge and spin, eV: 4.407
2S+1: 1
E_HOMO, eV: -8.694

Löwdin atomic charge list, values in e, 4 entries: atom 1 (C): -0.10, atom 2 (N): -0.03, atom 3 (C): -0.56, atom 4 (C): -0.02

Which value of 2S+1 does entry 2 give? 1

Look up the 2S+1 of the third one. 1

2S+1 of number 2 (C3H15O4S)? 1

Which formula does entry 2 have? C3H15O4S